# 1
{"formula": "C35H35HgN8O3S3", "method": "the ωB97M-V functional and the def2-TZVPD basis", "elements": ["Hg", "S", "S", "S", "O", "O", "O", "N", "N", "N", "N", "N", "N", "N", "N", "C", "C", "C", "C", "C", "C", "C", "C", "C", "C", "C", "C", "C", "C", "C", "C", "C", "C", "C", "C", "C", "C", "C", "C", "C", "C", "C", "C", "C", "C", "C", "C", "C", "C", "C", "H", "H", "H", "H", "H", "H", "H", "H", "H", "H", "H", "H", "H", "H", "H", "H", "H", "H", "H", "H", "H", "H", "H", "H", "H", "H", "H", "H", "H", "H", "H", "H", "H", "H", "H"], "coordinates": [[-1.06496, 0.38374, 2.64747], [-1.48945, 4.89737, -0.33451], [-2.39539, 0.99680, 4.52594], [-5.01232, -0.07203, -1.81349], [-4.37871, 0.76094, -2.84796], [11.02002, 1.59390, -2.25953], [-1.03375, -2.26008, 3.30991], [0.20109, -0.14899, 0.93046], [-1.72201, 2.22525, 0.60455], [-4.23679, -0.05813, 2.69351], [5.34842, 1.86014, 0.68650], [-4.50073, 2.12776, 3.36914], [4.71227, 0.53447, -1.02655], [-3.32797, -1.03766, 2.60482], [1.15752, 1.31831, 3.16465], [-7.48064, 2.44945, -2.44989], [5.74080, 1.28647, -0.47938], [6.99562, 1.35254, -1.12064], [9.71824, 1.49826, -2.01525], [-3.79833, 0.97361, 3.44380], [0.35424, -0.83018, -1.35089], [-6.21925, 1.02676, -0.79878], [1.47660, 0.38777, 0.91087], [7.97553, 2.21570, -0.45899], [3.81635, 2.30846, 3.15131], [-3.32303, -4.53015, 1.58200], [-4.91451, -3.27464, -2.36112], [4.09286, 1.44368, 0.90917], [2.29712, 0.12855, -0.24045], [-1.34829, -5.71805, 2.36229], [3.27052, 1.71991, 2.00684], [-0.83595, -4.54232, 2.85588], [-0.40343, -0.57991, -0.20207], [-6.24472, -2.53797, -2.62280], [-6.53351, 2.43277, -1.26582], [3.04994, 2.34342, 4.30591], [-2.83306, -3.32117, 2.12734], [-6.25995, -1.02390, -2.75055], [1.71773, -0.49321, -1.39872], [1.96504, 1.14385, 2.05378], [3.59361, 0.69894, -0.18876], [-2.58508, -5.71955, 1.70888], [11.52394, 1.03228, -3.53718], [9.25816, 2.25866, -0.89832], [1.71855, 1.91328, 4.24380], [7.41040, 0.73497, -2.28476], [-1.60751, 3.36186, 0.16062], [-3.68849, -2.16119, 2.06144], [8.74150, 0.82256, -2.74114], [-1.55440, -3.27298, 2.78904], [-7.04177, -2.82778, -1.89373], [3.43116, 2.69190, 5.23903], [-6.91077, 2.95675, -0.34366], [-3.01888, -6.62398, 1.26667], [-4.68682, -2.17275, 1.55867], [-7.07267, 0.34447, -0.62367], [-5.59627, 2.90955, -1.58091], [12.62731, 1.04743, -3.43743], [-8.44153, 1.93229, -2.21899], [-1.48963, -0.74138, -0.13730], [2.26491, -0.53503, -2.34818], [-7.18537, -0.71117, -2.35271], [11.17185, 1.66355, -4.31138], [7.68156, 2.74843, 0.43600], [0.18768, -4.51998, 3.22483], [9.99858, 2.86548, -0.39322], [-6.90326, 2.04233, -3.28551], [4.73051, 0.11488, -1.93208], [-4.43018, -3.11299, -1.38614], [1.07959, 1.99725, 5.10586], [-7.67147, 3.46809, -2.75391], [-6.23506, -0.63999, -3.80084], [6.67469, 0.17714, -2.91015], [-0.76243, -6.63735, 2.51544], [-0.18294, -1.23854, -2.17586], [-4.10931, -3.00815, -3.08642], [8.91194, 0.24088, -3.66489], [-5.07854, -4.33053, -2.50210], [-6.68481, -2.95110, -3.56126], [-5.34413, 2.20043, 2.80632], [-4.32387, -4.53271, 1.07586], [4.86613, 2.59941, 3.08415], [11.12839, 0.04131, -3.61717], [-4.35808, 2.81209, 4.11810], [-5.59036, 1.07946, 0.12418]], "forces_ev_per_a": [[0.318, -0.555, -0.410], [0.089, 1.023, -0.477], [-0.466, 0.171, -0.134], [-1.036, 0.309, 0.421], [0.608, 0.716, -0.619], [1.986, -0.498, -1.573], [0.193, 0.460, 0.020], [-0.692, 0.761, 0.481], [0.413, 4.652, -1.876], [0.014, 2.856, 0.846], [2.140, -0.772, -1.637], [-0.573, 1.114, 0.878], [-0.754, 1.175, 1.430], [0.336, -1.614, -0.074], [1.746, 0.726, 0.536], [0.005, 0.036, 0.188], [-3.150, -0.368, 1.124], [2.924, 2.016, 0.744], [-2.416, 0.500, 0.467], [-0.925, -1.983, -1.363], [-1.247, 0.341, 1.184], [1.633, -1.233, 0.809], [0.248, -0.287, 0.221], [-1.001, -1.441, -0.639], [-0.220, -0.597, -0.392], [0.519, -0.314, 0.249], [0.695, 0.659, -0.402], [-1.138, -0.679, -2.742], [-1.415, -0.076, -1.204], [0.344, 0.210, 0.252], [-0.049, 0.026, 1.834], [-0.201, 0.060, -0.433], [1.361, -0.341, -0.328], [-0.576, -1.059, -0.287], [0.047, -0.223, 0.513], [-0.469, 0.110, -0.394], [-0.825, -0.427, -0.695], [0.204, 0.167, -0.703], [0.899, 0.766, 1.238], [-0.593, -0.340, -0.719], [1.923, -0.065, 0.717], [-1.459, -0.006, -0.695], [0.118, 0.635, 2.707], [0.863, -0.304, -0.479], [-0.286, -0.980, -1.609], [-0.666, -0.083, -0.194], [-0.655, -5.721, 2.549], [0.012, 1.576, 0.288], [0.027, -0.822, -0.597], [0.863, -0.849, 0.206], [0.940, 0.090, -0.057], [0.228, 0.335, 0.438], [0.203, -0.193, -1.009], [0.307, 0.162, 0.274], [0.452, -0.395, 0.421], [0.198, 0.600, 0.113], [-0.097, -0.022, 0.303], [-0.774, -0.049, -0.174], [0.700, 0.197, -0.480], [0.659, -0.087, -0.128], [-0.068, -0.137, 0.491], [-1.227, 0.491, 0.238], [-0.219, 0.508, -0.995], [-0.133, 0.008, -0.132], [-0.265, 0.130, 0.279], [0.018, 0.033, 0.072], [-0.533, -0.505, -0.031], [-0.144, -0.173, -0.176], [-0.575, 0.038, -0.112], [-0.231, 0.029, 0.208], [-0.395, 0.422, 0.031], [0.441, -0.343, 0.819], [0.778, 0.345, 0.578], [-0.346, 0.300, -0.330], [-0.060, -0.129, -0.673], [-0.728, 0.075, 0.225], [0.380, 0.554, 0.574], [-0.046, -0.480, 0.168], [0.448, 0.275, 0.351], [0.478, -0.319, 0.233], [1.000, -0.008, 0.480], [-0.336, 0.123, 0.259], [0.033, -0.695, -0.313], [-0.067, -0.553, -0.785], [-0.738, -0.055, -0.386]], "spin_multiplicity": 2, "e_tot_ev": -91605.67396, "charge": -2, "s2": 0.782, "homo_ev": [-0.02, -1.35], "homo_lumo_gap_ev": [3.1, 4.4]}


# 2
{"formula": "C47H54AsClFLuN2O7S4Si", "method": "the ωB97M-V functional and the def2-TZVPD basis", "elements": ["Lu", "As", "Cl", "S", "S", "S", "S", "Si", "F", "O", "O", "O", "O", "O", "O", "O", "N", "N", "C", "C", "C", "C", "C", "C", "C", "C", "C", "C", "C", "C", "C", "C", "C", "C", "C", "C", "C", "C", "C", "C", "C", "C", "C", "C", "C", "C", "C", "C", "C", "C", "C", "C", "C", "C", "C", "C", "C", "C", "C", "C", "C", "C", "C", "C", "C", "H", "H", "H", "H", "H", "H", "H", "H", "H", "H", "H", "H", "H", "H", "H", "H", "H", "H", "H", "H", "H", "H", "H", "H", "H", "H", "H", "H", "H", "H", "H", "H", "H", "H", "H", "H", "H", "H", "H", "H", "H", "H", "H", "H", "H", "H", "H", "H", "H", "H", "H", "H", "H", "H"], "coordinates": [[0.47752, -0.40249, -0.10432], [-2.93332, -2.98437, -0.00978], [1.04159, -2.25880, 1.71432], [4.69022, -2.05508, -2.70284], [4.56152, -0.51086, -0.15585], [0.35981, 1.78082, 1.56894], [1.63911, 1.30824, -1.97586], [1.94838, 2.58572, 2.46345], [-1.55546, -0.11353, 0.01285], [2.11443, -4.39492, -3.97611], [-2.36613, 5.57747, -5.51549], [-0.10989, -1.97800, -1.48270], [-3.19291, 5.86988, -3.48449], [3.09866, 1.50043, 2.98650], [1.54755, 3.34628, 3.93333], [2.74821, 3.66729, 1.52443], [2.43826, -1.58062, -1.36753], [1.97845, -2.48787, -2.30268], [-4.84513, -0.42395, -2.89853], [0.43287, 2.49046, -2.51121], [0.87715, 5.14595, 5.35533], [-4.08730, -2.21861, -1.46096], [-5.54976, -1.37975, -3.64011], [-6.41960, -4.32243, 3.04898], [4.88054, 4.15493, 2.58404], [-0.46669, 3.60602, -4.47236], [-4.37788, -3.13145, 2.49932], [4.00503, 4.31273, 1.32264], [-4.60380, -3.16421, -2.35517], [2.00566, 0.13666, 4.72512], [3.93308, 1.66453, 5.30254], [-1.35282, -3.25452, -3.47509], [-0.58682, 3.08391, -1.76378], [0.13666, -4.98121, -5.11557], [-4.20141, -0.87263, -1.72004], [0.67498, -2.54869, -2.29750], [-1.47309, 3.93049, -2.36168], [-1.45560, 4.23534, -3.73642], [-4.23853, -6.94724, -2.23937], [-3.14865, -7.06109, -1.39959], [-6.47679, -4.69775, 1.69682], [-3.18351, -4.65298, -1.05030], [0.77200, -4.23938, -4.12741], [-2.02665, -4.07823, -4.37027], [-2.61656, -5.90331, -0.76171], [-5.35943, -3.53476, 3.41827], [3.30676, 0.80003, 4.21793], [-4.43773, -3.54883, 1.16166], [3.81007, 5.78181, 1.04791], [-1.23978, -4.90685, -5.20725], [0.03730, -3.39997, -3.30243], [-4.71500, -5.68599, -2.64509], [-5.52197, -4.31233, 0.76929], [6.21043, -1.45232, -2.00542], [-5.40928, -2.73076, -3.42748], [4.28698, -0.30994, 3.81609], [-2.39521, 5.28695, -4.20324], [5.89585, -0.08516, -1.29383], [0.48033, 4.20827, 4.21411], [0.13964, 5.03309, 2.98273], [-4.16718, -4.56893, -2.07031], [3.68809, -1.38583, -1.40348], [0.48589, 2.80005, -3.87638], [-0.74296, 3.34261, 4.56238], [4.58370, 3.69645, 0.04844], [0.72396, -5.63033, -5.77221], [-5.65079, -4.56238, -0.26832], [1.48770, 5.96491, 5.00596], [-0.06699, 4.34620, 2.16944], [-1.73373, -5.58924, -5.91577], [2.41008, -3.66360, -3.38820], [5.87757, 4.52276, 2.47692], [1.37552, 4.65715, 6.18759], [-5.47218, -5.56339, -3.37426], [3.87761, 3.92400, -0.77702], [-1.72429, 5.07097, -6.01813], [4.46409, 4.65342, 3.43494], [1.07518, 5.62735, 2.78005], [4.70889, 6.35345, 0.87054], [-4.70486, -7.83798, -2.59518], [-7.33768, -5.30478, 1.39814], [4.19605, 0.92517, 6.10002], [3.28117, 6.22152, 1.89178], [-3.49761, -2.52354, 2.90421], [-2.23761, 4.37302, -1.72360], [3.92365, -0.84288, 2.95387], [5.60395, 0.68750, -1.96122], [4.86294, 2.13321, 5.03994], [3.12515, 5.89488, 0.23749], [-7.16285, -4.54476, 3.85420], [5.29334, 0.06024, 3.63565], [2.26495, -0.54559, 5.56184], [1.27160, 2.33057, -4.46197], [-0.06654, 5.58434, 5.71452], [1.31799, 0.93641, 5.04586], [-0.62146, 2.83596, 5.58403], [3.22618, 2.39918, 5.68509], [-1.63448, 3.93968, 4.64478], [4.37470, -1.05606, 4.63374], [-5.17464, -3.13895, 4.42089], [5.53053, 4.20760, -0.17494], [4.95804, 3.09143, 2.87344], [-0.69185, 5.72020, 3.13359], [-1.83976, -6.03025, -0.04910], [-0.66800, 2.89302, -0.69685], [4.58326, 2.56782, 0.18521], [-3.08404, -4.14615, -4.43009], [-0.94552, 2.55433, 3.81950], [-2.60912, -7.99556, -1.23630], [-3.79803, -0.06546, -1.06297], [-4.80837, 0.64614, -3.15106], [-1.78385, -2.51862, -2.83229], [6.59070, -2.20597, -1.28903], [-5.89890, -3.46256, -4.06320], [-0.31320, 3.69900, -5.59308], [-6.10533, -0.96787, -4.47991], [1.49700, -0.36044, 3.86398], [6.72088, 0.25113, -0.69957], [6.97915, -1.29694, -2.80078]], "forces_ev_per_a": [[-0.330, 0.050, 0.691], [-0.564, -0.297, -0.962], [-0.022, 0.540, -0.364], [-0.376, -0.164, -0.272], [-0.436, 0.284, -0.120], [-0.940, -0.524, -0.462], [-0.583, 0.178, 0.243], [1.365, 0.165, 1.586], [0.551, -0.046, -0.181], [-0.578, -0.339, -0.797], [-0.461, 0.723, -0.677], [0.081, 0.470, -0.041], [0.907, -0.484, -0.948], [-0.065, 0.542, 0.192], [0.926, -0.287, -0.545], [0.006, 0.777, -0.299], [-0.054, -0.075, 0.628], [0.415, 0.744, -0.011], [-0.039, -0.853, 1.256], [0.738, -0.739, -0.313], [-1.088, -0.045, 0.079], [0.649, -0.283, 0.446], [0.443, 1.622, -0.876], [-0.208, 0.136, 0.316], [-0.261, -1.524, -0.375], [1.102, -0.015, -1.953], [0.981, 0.070, 0.334], [0.313, -0.752, 0.422], [-0.074, -0.165, -0.085], [-0.083, 0.560, -0.590], [-0.382, -1.125, 0.951], [0.805, -1.066, -0.347], [0.408, -0.399, 0.575], [-0.220, -0.116, -0.094], [-0.133, 2.130, -0.441], [-0.648, -0.366, 0.316], [-0.836, 0.594, -0.005], [-0.289, 0.323, 1.040], [0.072, 0.545, -0.368], [0.916, 1.108, 0.667], [-1.161, -0.483, 0.581], [0.229, -0.971, -0.054], [1.087, -0.446, -0.027], [1.736, -0.196, -0.472], [-1.644, 0.023, -1.310], [1.455, 1.149, 0.252], [0.050, -0.623, -0.972], [0.484, 0.883, 0.899], [-1.175, 0.305, 0.943], [-0.811, -0.397, 0.092], [-0.757, 0.319, -0.689], [0.970, -0.923, 0.925], [-0.493, 0.026, 0.428], [1.144, 1.117, 0.196], [0.371, -0.786, 0.931], [0.065, -0.557, 1.170], [-0.558, -0.413, 1.037], [0.186, -2.124, 0.334], [-0.811, -0.472, -0.099], [1.378, 0.765, 0.068], [0.171, 1.297, 0.679], [0.119, -0.225, -0.022], [-0.293, -0.055, -0.079], [0.207, -0.979, 1.632], [-0.544, -0.820, 0.231], [-0.203, 0.241, 0.299], [-0.070, -0.283, -0.085], [0.389, 0.174, -0.211], [-0.111, 0.185, -0.309], [0.093, 0.459, 0.259], [0.166, 0.196, 0.425], [0.794, 0.420, -0.451], [0.010, -0.283, -0.006], [-0.774, -0.180, -0.577], [0.351, -0.267, 0.431], [0.249, -0.310, 0.325], [-0.608, 0.444, 0.436], [-0.987, -0.424, -0.284], [0.440, -0.107, -0.091], [-0.193, -0.492, -0.482], [0.330, 0.180, -0.179], [-0.263, 0.703, -0.175], [0.111, 0.198, 0.287], [-1.318, -0.842, -0.865], [0.109, 0.090, -0.337], [-0.186, -0.086, -0.406], [-0.359, 0.550, -0.763], [0.373, 0.320, -0.519], [-0.350, 0.121, -0.899], [0.457, -0.196, -1.210], [0.082, 0.264, -0.216], [-0.442, 0.274, -0.527], [-0.208, 0.099, -0.029], [0.270, 0.048, 0.170], [0.194, -0.326, 0.188], [0.043, 0.564, -1.299], [0.041, 0.037, -0.005], [-0.471, 0.472, 0.025], [-0.039, 0.336, -0.280], [-0.568, -0.405, -0.057], [0.115, -0.672, -0.034], [-0.084, 0.376, -0.307], [-0.085, -0.025, 0.086], [0.630, 0.116, 0.491], [0.069, -0.086, -0.167], [0.547, 1.335, -0.390], [-0.669, 0.295, -0.120], [0.388, 0.396, 0.178], [-0.579, 0.005, 0.052], [0.071, -1.136, -0.404], [-0.296, -0.649, 0.069], [-0.660, 0.167, 0.179], [-0.058, 0.602, -0.197], [0.044, 0.144, -0.065], [-0.518, 0.240, 1.272], [-0.124, -0.480, -0.066], [0.523, -0.052, 0.782], [0.577, 0.154, 0.342], [-0.658, -0.212, 0.421]], "e_tot_ev": -227860.31449, "charge": -2, "homo_ev": -2.72, "homo_lumo_gap_ev": 6.4}